# 1
{"formula": "C5H9NO", "method": "wB97M-V/def2-TZVPD", "gap_ev": 10.4, "homo_energy_ev": -9.91, "de_lowest_kcal_mol": 47.1, "smiles": "C=C(C)C#N.CO", "total_energy_ev": -8867.17021, "species": ["C", "O", "C", "C", "C", "C", "N", "H", "H", "H", "H", "H", "H", "H", "H", "H"], "positions_angstrom": [[-1.396, -1.310, -1.784], [-1.663, -1.210, -0.397], [-0.212, 1.542, 0.381], [0.941, 1.078, 0.869], [1.263, -0.383, 1.058], [1.967, 2.020, 1.258], [2.799, 2.759, 1.581], [-1.159, -2.339, -2.085], [-0.523, -0.682, -1.979], [-2.231, -0.941, -2.393], [-0.387, 2.607, 0.262], [-1.002, 0.848, 0.101], [-2.445, -1.736, -0.193], [1.523, -0.592, 2.102], [0.400, -0.992, 0.773], [2.125, -0.670, 0.446]], "forces_ev_per_a": [[0.11, 0.01, -0.36], [-0.30, -0.20, 0.15], [0.11, -0.05, 0.06], [-0.20, 0.06, -0.08], [-0.02, -0.05, 0.00], [0.72, 0.65, 0.27], [-0.78, -0.72, -0.31], [-0.03, 0.16, 0.06], [-0.11, -0.10, -0.01], [0.13, -0.06, 0.11], [0.06, -0.15, 0.04], [0.17, 0.15, 0.07], [0.12, 0.08, -0.01], [-0.04, 0.05, -0.14], [0.17, 0.12, 0.06], [-0.11, 0.06, 0.09]]}

---

# 2
{"formula": "C32H68N3O27S6", "method": "wB97M-V/def2-TZVPD", "gap_ev": 8.1, "charge": 1, "homo_energy_ev": -10.56, "total_energy_ev": -159039.78272, "species": ["C", "C", "C", "C", "C", "C", "C", "C", "C", "C", "C", "N", "O", "C", "C", "C", "C", "N", "C", "O", "N", "C", "O", "C", "C", "C", "H", "H", "H", "H", "H", "H", "H", "H", "H", "H", "H", "H", "H", "H", "H", "H", "H", "H", "H", "H", "H", "H", "H", "H", "H", "H", "H", "H", "H", "H", "H", "H", "H", "H", "H", "H", "H", "H", "H", "H", "H", "H", "H", "H", "C", "C", "O", "S", "O", "O", "O", "H", "H", "H", "H", "C", "C", "O", "S", "O", "O", "O", "H", "H", "H", "H", "C", "C", "O", "S", "O", "O", "O", "H", "H", "H", "H", "C", "C", "O", "S", "O", "O", "O", "H", "H", "H", "H", "C", "C", "O", "S", "O", "O", "O", "H", "H", "H", "H", "C", "C", "O", "S", "O", "O", "O", "H", "H", "H", "H"], "positions_angstrom": [[-0.079, 5.015, -4.557], [-0.362, 4.285, -3.243], [-1.691, 3.517, -3.289], [-1.571, 2.207, -4.062], [-2.824, 1.314, -4.095], [-3.765, 1.351, -2.884], [-3.208, 0.968, -1.489], [-2.001, 0.012, -1.438], [-0.734, 0.677, -0.889], [0.496, -0.234, -0.866], [0.698, -1.120, 0.398], [-0.445, -1.349, 1.239], [1.078, -2.397, -0.104], [2.250, -3.031, 0.380], [2.156, -3.567, 1.803], [1.025, -4.589, 2.011], [-0.130, -4.112, 2.909], [0.340, -3.260, 4.004], [3.409, -2.084, 0.165], [4.616, -2.626, 0.587], [3.196, -0.879, 1.065], [1.755, -0.381, 1.304], [1.479, -0.490, 2.637], [2.040, 0.512, 3.499], [1.303, 0.441, 4.814], [1.281, -0.986, 5.391], [0.928, 5.442, -4.543], [-0.147, 4.315, -5.392], [-0.785, 5.830, -4.731], [-0.338, 4.962, -2.384], [0.452, 3.559, -3.086], [-2.431, 4.175, -3.765], [-2.040, 3.349, -2.266], [-1.343, 2.462, -5.103], [-0.701, 1.643, -3.702], [-3.425, 1.596, -4.966], [-2.511, 0.279, -4.280], [-4.617, 0.700, -3.112], [-4.187, 2.359, -2.814], [-2.955, 1.876, -0.929], [-4.029, 0.510, -0.929], [-2.254, -0.842, -0.799], [-1.780, -0.407, -2.424], [-0.943, 1.113, 0.099], [-0.495, 1.532, -1.528], [0.447, -0.921, -1.716], [1.394, 0.377, -1.027], [-1.149, -1.860, 0.723], [-0.837, -0.510, 1.644], [2.441, -3.868, -0.302], [3.110, -4.064, 2.006], [2.056, -2.758, 2.534], [1.461, -5.489, 2.450], [0.605, -4.884, 1.041], [-0.621, -4.995, 3.327], [-0.886, -3.605, 2.297], [0.224, -2.283, 3.753], [-0.212, -3.401, 4.842], [3.468, -1.733, -0.868], [5.248, -2.635, -0.152], [3.600, -1.158, 1.963], [3.761, -0.105, 0.718], [1.764, 0.673, 1.001], [3.114, 0.318, 3.653], [1.933, 1.495, 3.023], [0.284, 0.796, 4.634], [1.761, 1.156, 5.504], [1.468, -0.963, 6.467], [2.022, -1.632, 4.914], [0.298, -1.446, 5.269], [0.328, -3.915, 9.018], [-0.247, -2.545, 9.312], [-1.014, -2.239, 8.128], [-1.659, -3.575, 7.548], [-2.998, -3.708, 7.989], [-1.350, -3.630, 6.159], [-0.754, -4.596, 8.351], [1.182, -3.864, 8.340], [0.578, -4.470, 9.913], [0.509, -1.776, 9.436], [-0.913, -2.559, 10.176], [-2.063, 4.331, -7.803], [-2.949, 5.354, -8.482], [-4.236, 5.136, -7.860], [-4.052, 4.716, -6.347], [-4.194, 5.839, -5.490], [-4.817, 3.541, -6.104], [-2.512, 4.350, -6.431], [-2.239, 3.331, -8.196], [-1.005, 4.577, -7.823], [-3.057, 5.183, -9.549], [-2.622, 6.375, -8.286], [-5.851, -0.254, -8.136], [-4.845, 0.256, -7.121], [-3.620, 0.320, -7.877], [-3.935, 0.751, -9.378], [-3.783, 2.158, -9.501], [-3.258, -0.130, -10.255], [-5.491, 0.439, -9.343], [-5.759, -1.328, -8.302], [-6.877, 0.002, -7.890], [-4.693, -0.424, -6.287], [-5.095, 1.254, -6.757], [9.350, -4.587, -0.646], [9.164, -3.106, -0.374], [8.417, -2.647, -1.518], [7.441, -3.789, -2.032], [6.124, -3.573, -1.519], [7.613, -3.957, -3.423], [8.086, -4.980, -1.217], [10.140, -4.778, -1.372], [9.516, -5.172, 0.253], [10.096, -2.551, -0.330], [8.578, -2.931, 0.529], [-1.371, 10.552, -5.408], [-0.068, 10.363, -4.654], [0.412, 9.094, -5.129], [0.017, 8.899, -6.661], [1.103, 9.257, -7.497], [-0.611, 7.633, -6.791], [-1.073, 10.055, -6.724], [-2.181, 9.961, -4.981], [-1.670, 11.593, -5.496], [-0.199, 10.298, -3.578], [0.662, 11.136, -4.899], [-1.722, -7.684, 13.276], [-0.741, -7.250, 14.349], [0.319, -6.630, 13.594], [-0.274, -5.892, 12.324], [-0.452, -4.504, 12.573], [0.475, -6.288, 11.183], [-1.694, -6.592, 12.337], [-1.400, -8.594, 12.769], [-2.739, -7.796, 13.640], [-0.319, -8.077, 14.911], [-1.172, -6.513, 15.027]], "forces_ev_per_a": [[0.21, 0.16, 0.33], [0.13, -0.40, -0.28], [0.04, 0.30, 0.15], [-0.08, 0.07, -0.25], [-0.07, -0.10, 0.01], [0.02, 0.13, 0.04], [-0.07, -0.03, 0.00], [-0.02, -0.14, 0.27], [0.05, 0.30, -0.11], [-0.11, -0.21, -0.17], [0.02, 0.13, 0.13], [0.02, -0.16, -0.04], [0.25, 0.12, -0.11], [-0.13, -0.21, 0.13], [0.19, -0.11, 0.01], [-0.12, -0.04, -0.11], [-0.10, 0.05, 0.09], [-0.11, -0.28, -0.66], [0.49, -0.32, 0.07], [-0.05, 0.36, -0.11], [-0.06, 0.33, -0.34], [-0.14, 0.13, 0.21], [-0.04, -0.03, -0.07], [0.21, 0.16, -0.07], [-0.21, -0.02, -0.03], [-0.03, 0.48, 0.52], [-0.08, -0.01, -0.10], [0.06, 0.13, 0.01], [0.01, -0.13, -0.02], [-0.06, 0.10, -0.16], [-0.12, 0.09, 0.13], [-0.05, -0.18, 0.11], [0.00, -0.11, -0.09], [0.12, -0.11, 0.13], [-0.10, 0.04, 0.13], [0.02, 0.04, 0.12], [-0.01, 0.09, -0.05], [0.13, 0.01, 0.00], [0.00, -0.11, 0.02], [0.02, -0.06, -0.12], [0.05, 0.11, -0.03], [0.03, 0.03, -0.14], [0.00, 0.05, 0.03], [0.06, -0.13, -0.07], [-0.07, -0.01, 0.04], [-0.06, 0.09, 0.06], [0.01, -0.12, -0.01], [-0.05, 0.09, -0.03], [-0.05, 0.02, -0.08], [-0.19, 0.10, 0.03], [-0.03, 0.18, 0.00], [-0.04, -0.16, -0.05], [-0.03, 0.07, 0.00], [0.10, -0.03, 0.09], [0.06, 0.04, 0.01], [0.16, -0.07, 0.09], [0.04, -0.40, -0.36], [0.17, -0.11, -0.33], [-0.25, 0.05, 0.07], [0.02, -0.36, 0.02], [-0.18, -0.02, 0.07], [0.11, -0.06, 0.02], [0.08, -0.08, 0.05], [-0.09, -0.03, -0.04], [0.01, -0.06, 0.03], [0.06, -0.02, 0.11], [0.04, -0.08, -0.09], [0.09, -0.01, -0.06], [-0.14, 0.06, 0.17], [0.35, 0.32, 0.19], [0.12, 0.18, -0.02], [-0.05, -0.03, 0.15], [0.10, 0.00, -0.10], [0.00, 0.09, 0.41], [-0.01, -0.07, -0.14], [-0.44, -0.06, 0.29], [-0.06, -0.04, 0.02], [-0.01, 0.00, -0.01], [-0.01, -0.10, -0.04], [-0.02, 0.03, -0.08], [0.01, -0.03, 0.00], [-0.03, -0.28, -0.13], [0.13, 0.12, 0.01], [-0.07, -0.03, -0.06], [0.11, 0.07, -0.12], [-0.04, -0.01, 0.13], [-0.11, -0.03, 0.02], [0.06, 0.07, 0.07], [0.05, 0.05, -0.09], [-0.03, 0.13, 0.11], [-0.11, -0.07, 0.02], [-0.01, -0.02, 0.04], [0.02, -0.09, 0.10], [-0.16, 0.13, 0.09], [0.06, -0.16, -0.01], [-0.12, 0.04, 0.28], [0.11, 0.19, -0.20], [0.06, -0.01, -0.02], [-0.07, -0.03, -0.07], [0.01, 0.00, -0.01], [0.00, 0.07, -0.06], [0.08, -0.03, -0.04], [0.01, -0.03, -0.03], [0.15, 0.03, -0.05], [0.00, -0.04, 0.12], [0.01, 0.03, 0.02], [0.04, -0.04, -0.14], [-0.03, 0.17, 0.11], [0.02, 0.04, -0.04], [-0.07, -0.06, 0.12], [0.00, 0.02, -0.01], [-0.09, -0.04, -0.01], [-0.01, 0.03, -0.09], [0.00, 0.00, 0.00], [-0.07, -0.04, 0.12], [0.03, 0.12, -0.01], [-0.08, -0.04, 0.07], [0.04, 0.10, 0.09], [-0.01, -0.02, -0.08], [-0.03, -0.23, -0.09], [0.03, 0.11, -0.05], [0.01, -0.01, 0.01], [0.03, 0.00, -0.09], [0.01, -0.09, 0.00], [-0.01, 0.01, -0.01], [0.04, -0.10, 0.01], [-0.09, 0.03, 0.07], [0.05, -0.08, 0.05], [0.03, 0.11, -0.12], [-0.06, 0.05, 0.02], [0.06, -0.14, 0.04], [-0.12, 0.01, 0.04], [0.02, 0.00, 0.01], [-0.02, 0.08, -0.04], [0.08, 0.01, -0.05], [-0.01, 0.00, -0.01]]}

---

# 3
{"formula": "H5NO5PS", "method": "wB97M-V/def2-TZVPD", "gap_ev": 7.4, "charge": -1, "homo_energy_ev": -3.85, "de_lowest_kcal_mol": 7.5, "total_energy_ev": -31935.08942, "species": ["N", "O", "O", "O", "O", "O", "P", "S", "H", "H", "H", "H", "H"], "positions_angstrom": [[1.139, -1.054, -0.044], [-1.591, -2.132, 0.708], [-1.218, -1.512, -1.704], [0.309, 2.965, 0.469], [-0.307, 0.843, 1.410], [-0.293, 1.262, -1.011], [0.736, 1.343, 0.207], [-0.776, -2.254, -0.521], [1.196, -1.171, 0.919], [1.914, -1.382, -0.586], [-0.515, 2.941, -0.046], [-0.116, -0.168, 1.390], [-0.478, 0.320, -1.192]], "forces_ev_per_a": [[-3.08, 0.07, -2.16], [0.84, 0.57, -1.15], [-0.04, 0.43, 0.59], [0.05, -0.38, -0.65], [1.33, -3.17, -0.04], [-0.58, -0.90, -1.67], [0.69, 1.91, 1.82], [0.74, -0.70, 0.66], [1.12, -0.91, 1.92], [0.47, -0.36, 0.15], [-0.11, 0.75, 0.39], [-1.25, 2.48, 0.48], [-0.18, 0.20, -0.36]]}

---

# 4
{"formula": "C8H28N8O6", "method": "wB97M-V/def2-TZVPD", "gap_ev": 10.0, "homo_energy_ev": -9.42, "de_lowest_kcal_mol": 31.8, "smiles": "NC(N)=O.NC(N)=O.NC(N)=O.NC(N)=O.CCO.CCO", "total_energy_ev": -32956.24393, "species": ["C", "C", "O", "H", "H", "H", "H", "H", "H", "C", "C", "O", "H", "H", "H", "H", "H", "H", "C", "O", "N", "N", "H", "H", "H", "H", "C", "O", "N", "N", "H", "H", "H", "H", "C", "O", "N", "N", "H", "H", "H", "H", "C", "O", "N", "N", "H", "H", "H", "H"], "positions_angstrom": [[1.244, 2.338, -0.014], [0.331, 1.957, -1.248], [0.214, 0.540, -1.053], [1.218, 3.428, 0.000], [2.282, 2.070, -0.208], [1.051, 1.840, 0.937], [0.868, 2.201, -2.165], [-0.669, 2.385, -1.323], [1.123, 0.234, -1.015], [-0.212, 2.308, 7.074], [-0.230, 2.481, 8.555], [-1.268, 3.269, 9.133], [-0.771, 1.455, 6.690], [0.769, 2.029, 6.690], [-0.530, 3.192, 6.522], [0.715, 2.907, 8.892], [-0.268, 1.534, 9.093], [-0.943, 4.152, 9.321], [-2.373, 7.269, -2.985], [-3.357, 6.773, -2.379], [-1.587, 8.207, -2.529], [-2.074, 6.936, -4.213], [-1.857, 8.694, -1.686], [-0.932, 8.768, -3.054], [-2.485, 6.115, -4.634], [-1.182, 7.255, -4.563], [-4.879, -2.512, -4.423], [-4.004, -3.386, -4.375], [-6.011, -2.711, -5.014], [-4.744, -1.260, -3.965], [-6.663, -1.943, -5.077], [-6.208, -3.569, -5.510], [-5.504, -0.632, -4.184], [-3.809, -1.152, -3.599], [5.770, -2.878, -0.096], [4.678, -2.458, -0.569], [6.042, -4.041, 0.363], [6.890, -2.183, -0.052], [6.967, -4.341, 0.634], [5.326, -4.749, 0.446], [6.827, -1.216, -0.338], [7.716, -2.579, 0.376], [0.781, -7.487, -0.363], [1.915, -7.695, -0.084], [-0.221, -8.197, -0.073], [0.436, -6.369, -0.982], [-0.108, -9.064, 0.432], [-0.996, -7.971, -0.680], [1.149, -5.693, -1.214], [-0.427, -6.252, -1.495]], "forces_ev_per_a": [[-0.40, 1.37, -1.54], [1.54, -1.34, 2.17], [-0.68, -0.12, -1.17], [0.20, 0.16, 0.85], [0.07, -0.07, -0.48], [-0.86, 0.32, -0.18], [0.01, 0.01, -0.17], [0.12, 0.01, 0.51], [0.00, -0.37, 0.01], [-0.14, -0.52, -1.38], [0.75, 0.11, 1.58], [-0.47, -0.01, -0.43], [-0.71, 0.15, 0.34], [0.44, 0.39, 0.37], [-0.02, 0.08, 0.15], [0.26, 0.14, -0.18], [-0.14, -0.28, -0.30], [0.04, -0.06, -0.16], [-4.22, -1.94, 1.60], [1.90, 0.97, -0.60], [1.93, 3.32, 2.80], [1.05, -1.24, -3.40], [-0.17, -0.46, 0.00], [-0.27, -0.55, -0.37], [0.06, 0.24, 0.24], [-0.27, -0.35, -0.28], [3.22, -1.50, 0.21], [-0.27, 0.73, 0.43], [-4.17, -0.63, -1.96], [0.57, -0.13, 0.56], [-0.11, -0.55, -0.22], [0.16, 0.27, 0.27], [1.05, 0.60, 0.58], [-0.43, 1.20, 0.14], [-3.06, 2.99, -2.36], [2.07, -0.91, 1.20], [-0.78, -6.15, 2.00], [1.86, 3.19, -0.53], [-0.40, 0.21, -0.12], [0.02, 0.21, -0.15], [0.44, -0.23, 0.15], [-0.19, 0.70, -0.22], [2.70, 2.54, -0.82], [3.55, -1.04, 1.33], [-4.92, -3.72, 1.07], [-0.64, 3.52, -2.24], [-0.23, 0.12, -0.48], [-0.56, -0.97, 0.82], [0.00, -0.42, 0.03], [0.13, 0.00, 0.29]]}